No. 1
Density functional theory data (ωB97M-V/def2-TZVPD) for a structure of composition C15H30CrO19S in a non-equilibrium geometry.

Structure (XYZ):
```
66
Properties=species:S:1:pos:R:3:mulliken_spin:R:1
Cr -3.091 -24.707 22.513 4.093
S -2.455 -22.729 24.194 -0.092
O -3.437 -23.847 24.291 0.064
O -1.475 -22.767 25.235 0.364
O -1.980 -23.027 22.848 0.046
O -3.118 -21.422 24.287 0.598
C -4.966 -21.139 18.775 0.000
O -4.682 -22.255 19.652 0.001
C -3.532 -23.014 19.631 0.016
O -3.270 -23.869 20.402 -0.028
O -2.814 -22.736 18.508 0.002
C -1.600 -23.397 18.280 0.000
H -4.326 -20.258 18.793 0.000
H -5.996 -20.791 18.864 0.000
H -4.808 -21.566 17.784 0.000
H -1.797 -24.400 17.903 0.000
H -0.928 -23.501 19.132 0.000
H -1.044 -22.941 17.461 0.000
C -0.618 -29.142 24.755 0.001
O -1.488 -28.363 23.985 -0.002
C -2.192 -27.304 24.430 0.010
O -2.958 -26.586 23.739 -0.003
O -1.919 -27.071 25.718 0.003
C -2.370 -25.908 26.369 -0.005
H -0.646 -30.166 24.383 0.000
H -0.914 -29.176 25.804 0.000
H 0.409 -28.781 24.705 0.000
H -1.991 -25.086 25.763 0.004
H -1.874 -25.914 27.340 0.000
H -3.419 -25.792 26.641 0.000
C -6.008 -22.003 22.814 0.012
O -6.922 -22.995 22.293 0.001
C -6.502 -24.263 22.192 -0.004
O -5.302 -24.530 22.284 -0.072
O -7.440 -25.116 21.774 -0.001
C -8.845 -24.762 21.849 0.000
H -5.898 -21.989 23.898 0.001
H -6.264 -20.988 22.510 0.000
H -4.978 -22.196 22.516 0.000
H -9.165 -24.593 22.878 0.000
H -9.388 -25.666 21.575 0.000
H -9.299 -24.072 21.139 0.000
C -2.588 -29.079 21.191 -0.001
O -3.311 -28.589 20.062 0.000
C -3.986 -27.409 20.073 0.008
O -3.744 -26.518 20.954 0.027
O -4.905 -27.366 19.063 0.001
C -5.914 -26.406 19.246 0.001
H -1.874 -29.808 20.808 0.000
H -3.098 -29.679 21.944 0.000
H -1.962 -28.279 21.588 0.002
H -6.653 -26.488 18.449 0.000
H -5.531 -25.387 19.177 0.001
H -6.472 -26.507 20.177 -0.001
C 0.700 -24.799 23.832 0.010
O 0.973 -25.542 22.631 0.002
C 0.046 -25.768 21.730 0.001
O -1.158 -25.490 21.793 -0.063
O 0.719 -26.174 20.615 0.003
C -0.059 -26.561 19.436 0.000
H 0.049 -25.244 24.584 -0.002
H 0.541 -23.722 23.795 0.002
H 1.674 -24.813 24.321 0.000
H -0.294 -25.694 18.819 0.000
H -1.025 -26.985 19.708 0.000
H 0.376 -27.388 18.874 0.000
```

The orbital gap (spin up / spin down) comes out at 9.3 / 6.4 eV. The lowest unoccupied orbital energy (spin up / spin down) is -0.0607 / -0.2538 hartree. As for the spin multiplicity: 6. As for the charge: +1.

=====

No. 2
Density functional theory data (ωB97M-V/def2-TZVPD) for a cluster of 4 separate species, C15H30F3N2O10S3 in total in a non-equilibrium geometry.

Structure (XYZ):
```
63
Properties=species:S:1:pos:R:3:mulliken_charge:R:1
F 1.598 -0.225 3.442 -0.256
C 0.725 -0.824 2.364 0.831
F 0.315 0.298 1.457 -0.208
F 1.600 -1.748 1.607 -0.235
O -0.400 -1.466 3.065 -0.325
C -0.923 -2.630 2.329 -0.468
C -0.190 -4.022 2.906 0.476
C 0.211 -3.941 4.485 -0.089
C 0.982 -5.362 4.934 -0.394
C 1.091 -6.374 3.657 -0.036
N 0.590 -6.221 2.263 0.057
N -0.036 -5.076 1.888 -0.383
H -2.064 -2.742 2.663 0.295
H -0.875 -2.542 1.163 0.315
H 0.019 -3.058 5.228 0.386
H 1.405 -5.546 6.019 0.347
H 1.662 -7.399 3.880 0.379
H 0.735 -6.988 1.546 0.308
O -4.273 -3.954 1.432 -0.549
S -5.604 -4.228 0.935 1.099
O -5.988 -5.535 0.445 -0.585
O -5.989 -3.114 -0.191 -0.280
C -5.118 -2.933 -1.298 -0.183
C -5.273 -4.049 -2.316 -1.008
C -6.784 -3.724 2.161 -0.953
H -4.079 -2.843 -0.964 0.192
H -5.390 -1.983 -1.768 0.285
H -4.928 -5.003 -1.908 0.300
H -4.689 -3.836 -3.216 0.386
H -6.324 -4.177 -2.594 0.266
H -6.530 -2.720 2.506 0.317
H -6.728 -4.432 2.992 0.368
H -7.783 -3.746 1.722 0.339
O 2.646 3.229 -4.001 -0.651
S 1.409 2.633 -3.545 1.285
O 0.553 3.283 -2.574 -0.610
O 1.706 1.111 -3.043 -0.295
C 2.704 0.902 -2.053 -0.452
C 2.207 1.285 -0.672 -0.674
C 0.424 2.213 -4.960 -1.050
H 3.622 1.442 -2.308 0.329
H 2.945 -0.166 -2.062 0.287
H 2.038 2.364 -0.600 0.098
H 2.936 1.007 0.094 0.430
H 1.254 0.793 -0.452 0.221
H 1.048 1.681 -5.681 0.324
H 0.051 3.142 -5.399 0.380
H -0.415 1.593 -4.637 0.331
O 4.724 4.575 -0.857 -0.608
S 4.525 5.937 -1.300 1.186
O 5.374 7.022 -0.854 -0.608
O 2.970 6.355 -1.052 -0.238
C 2.426 6.217 0.253 -0.248
C 2.895 7.330 1.172 -1.096
C 4.483 5.958 -3.074 -0.644
H 2.662 5.233 0.670 0.255
H 1.337 6.273 0.154 0.301
H 3.969 7.255 1.364 0.312
H 2.377 7.284 2.134 0.393
H 2.716 8.310 0.717 0.270
H 3.809 5.172 -3.422 0.073
H 5.496 5.772 -3.438 0.376
H 4.143 6.940 -3.409 0.329
```

The orbital gap comes out at 5.8 eV. The lowest unoccupied orbital energy is -0.2190 hartree. As for the charge: +1.

=====

No. 3
Density functional theory data (ωB97M-V/def2-TZVPD) for a structure of composition C15H30FO15V in a non-equilibrium geometry.

Structure (XYZ):
```
62
Properties=species:S:1:pos:R:3:mulliken_spin:R:1
V 0.394 -0.289 -0.353 2.869
F 1.581 -1.135 -1.711 0.014
C 0.240 1.687 3.207 0.002
O -1.192 1.626 3.075 0.004
C -1.654 0.999 2.012 0.017
O -0.962 0.440 1.199 -0.016
O -2.966 1.031 1.893 0.002
C -3.816 1.569 2.901 0.000
H 0.653 0.709 3.440 0.002
H 0.424 2.325 4.070 0.000
H 0.674 2.131 2.317 0.000
H -3.309 1.655 3.861 0.000
H -4.682 0.925 3.002 0.000
H -4.133 2.574 2.623 0.000
C 0.969 4.350 -0.160 0.001
O 0.516 3.959 -1.447 0.002
C 0.365 2.669 -1.663 0.016
O 0.555 1.815 -0.822 -0.009
O -0.035 2.382 -2.880 0.002
C -0.002 3.401 -3.917 0.000
H 1.965 3.965 0.064 0.000
H 0.282 3.997 0.611 0.000
H 1.021 5.433 -0.143 0.000
H 1.023 3.702 -4.108 0.000
H -0.645 4.226 -3.631 0.000
H -0.399 2.893 -4.788 0.000
C -3.636 -0.858 -0.831 -0.001
O -3.255 -1.173 -2.165 0.002
C -2.035 -0.802 -2.516 0.007
O -1.218 -0.328 -1.765 0.022
O -1.833 -1.002 -3.797 0.003
C -0.460 -0.910 -4.220 -0.001
H -4.676 -1.154 -0.754 0.000
H -3.562 0.213 -0.638 0.000
H -2.987 -1.358 -0.116 0.002
H -0.021 0.006 -3.834 0.002
H -0.477 -0.903 -5.303 0.000
H 0.093 -1.768 -3.849 0.000
C 4.556 1.600 2.686 0.000
O 3.271 1.086 2.331 0.004
C 3.169 0.160 1.398 0.022
O 2.097 -0.227 1.002 0.027
O 4.329 -0.294 0.958 0.004
C 4.245 -1.317 -0.034 -0.003
H 4.397 2.182 3.585 0.000
H 4.967 2.214 1.884 0.000
H 5.276 0.803 2.864 0.000
H 3.604 -2.124 0.312 0.000
H 5.252 -1.710 -0.158 0.000
H 3.876 -0.938 -0.982 0.002
C -1.990 -4.664 2.189 0.000
O -1.461 -3.398 1.761 0.001
C -0.875 -3.304 0.587 0.017
O -0.466 -2.246 0.159 -0.019
O -0.784 -4.438 -0.065 0.002
C -0.100 -4.374 -1.334 -0.001
H -2.555 -4.440 3.086 0.000
H -1.177 -5.354 2.412 0.000
H -2.619 -5.132 1.437 0.000
H 0.946 -4.102 -1.209 0.000
H -0.566 -3.623 -1.969 0.000
H -0.193 -5.365 -1.762 0.000
```

The orbital gap (spin up / spin down) comes out at 7.6 / 10.7 eV. The lowest unoccupied orbital energy (spin up / spin down) is -0.0660 / -0.0660 hartree. As for the spin multiplicity: 4. The energy relative to the best compared isomer or geometry (same formula, charge and spin) is 0.00 kJ/mol. As for the charge: +1.

=====

No. 4
Density functional theory data (ωB97M-V/def2-TZVPD) for a structure of composition C15H30GdN3OS5Si in a non-equilibrium geometry.

Structure (XYZ):
```
56
Properties=species:S:1:pos:R:3:mulliken_spin:R:1
Gd -0.373 -9.229 14.708 4.884
O 0.505 -8.090 12.553 0.012
C 1.819 -7.447 12.488 0.002
C 1.751 -5.948 12.746 0.001
C 0.649 -5.510 13.701 0.001
C 1.068 -5.760 15.076 -0.011
C 1.917 -4.712 15.661 -0.001
C 2.359 -4.862 16.960 0.001
C 1.926 -5.998 17.665 0.002
C 1.137 -6.943 17.017 0.005
N 0.712 -6.877 15.684 0.022
H 0.227 -8.595 11.776 0.000
H 2.263 -7.636 11.494 0.000
H 2.460 -7.960 13.228 -0.002
H 1.687 -5.315 11.848 0.000
H 2.697 -5.656 13.233 0.000
H -0.254 -6.086 13.384 0.004
H 0.354 -4.493 13.516 0.000
H 2.195 -3.882 15.020 0.000
H 3.056 -4.135 17.487 0.000
H 2.079 -6.081 18.757 0.000
H 0.795 -7.827 17.500 0.000
S -0.886 -11.236 16.526 0.403
S -2.506 -11.904 15.451 0.966
S -2.346 -10.780 13.594 0.495
S -0.538 -11.330 12.896 0.078
C -4.048 -5.995 16.855 0.004
Si -3.757 -7.332 15.519 -0.035
C -5.177 -8.569 15.424 0.012
C -3.736 -6.238 13.962 0.013
C -2.198 -8.162 15.894 0.168
H -4.662 -5.117 16.670 0.000
H -2.993 -5.584 16.920 0.000
H -4.335 -6.340 17.829 0.000
H -6.138 -8.054 15.443 0.001
H -5.162 -9.410 16.170 0.000
H -5.203 -9.127 14.456 0.000
H -4.705 -5.711 14.031 0.001
H -3.637 -6.778 12.999 -0.002
H -2.932 -5.457 13.953 0.001
H -2.373 -9.127 16.449 -0.037
H -1.692 -7.541 16.709 -0.015
C 2.052 -13.807 14.225 0.003
N 1.985 -12.428 14.801 0.001
C 2.744 -11.295 14.630 0.001
S 2.412 -9.772 15.445 0.004
N 3.799 -11.343 13.810 0.000
C 4.175 -12.290 12.778 -0.001
H 3.100 -14.040 13.984 0.002
H 1.401 -13.882 13.305 0.004
H 1.737 -14.536 14.949 -0.003
H 1.027 -12.267 15.205 0.015
H 4.276 -10.464 13.777 0.000
H 4.417 -13.332 13.087 0.000
H 4.986 -11.853 12.126 0.000
H 3.321 -12.323 12.069 0.001
```

The orbital gap (spin up / spin down) comes out at 4.6 / 5.7 eV. The lowest unoccupied orbital energy (spin up / spin down) is 0.0034 / -0.0528 hartree. As for the spin multiplicity: 8. The energy relative to the best compared isomer or geometry (same formula, charge and spin) is 518.08 kJ/mol. As for the charge: 0.

=====

E readings, ordered: -94192.2424 -80138.2922 -75156.9646 -105445.2458 eV